{
  "formula": "C26H73B3F6N4O12S2Zn",
  "method": "wB97M-V/def2-TZVPD",
  "species": ["Zn", "B", "H", "H", "H", "H", "B", "H", "H", "H", "H", "B", "H", "H", "H", "H", "C", "F", "F", "F", "S", "O", "O", "N", "S", "O", "O", "C", "F", "F", "F", "C", "C", "C", "O", "H", "H", "H", "H", "H", "H", "H", "H", "C", "C", "C", "O", "H", "H", "H", "H", "H", "H", "H", "H", "C", "O", "C", "C", "N", "C", "C", "O", "C", "H", "H", "H", "H", "H", "H", "H", "H", "H", "H", "H", "H", "H", "H", "H", "C", "O", "C", "C", "N", "C", "C", "O", "C", "H", "H", "H", "H", "H", "H", "H", "H", "H", "H", "H", "H", "H", "H", "H", "C", "O", "C", "C", "N", "C", "C", "O", "C", "H", "H", "H", "H", "H", "H", "H", "H", "H", "H", "H", "H", "H", "H", "H"],
  "xyz": [[1.717338, -0.310955, -1.527784], [0.706848, 1.437088, -0.924762], [1.861390, 1.631924, -1.078368], [0.131115, 2.414796, -0.689164], [0.310726, 0.921526, -1.886504], [0.610016, 0.727045, 0.005416], [2.962821, 0.650308, 2.663929], [3.973116, 1.059031, 3.140342], [2.955777, -0.547117, 2.687605], [2.091384, 1.002085, 3.380078], [2.821331, 1.019224, 1.549334], [0.536864, -1.995552, -1.383798], [0.395535, -1.325055, -2.317299], [-0.113425, -2.962864, -1.368798], [1.671208, -2.324598, -1.528001], [0.399955, -1.280700, -0.489257], [4.061706, -2.552300, -4.233471], [5.168294, -2.036690, -3.716935], [4.398561, -3.074552, -5.409451], [3.520656, -3.455910, -3.441008], [2.739199, -1.215858, -4.539474], [3.051209, -0.666565, -5.841877], [1.456618, -1.848609, -4.441176], [2.872538, -0.178857, -3.181571], [3.919975, 1.015257, -3.487457], [4.320911, 1.571215, -2.219812], [4.989115, 0.735636, -4.413408], [2.868008, 2.384246, -4.265093], [2.556516, 3.275186, -3.335987], [3.504186, 2.982789, -5.262855], [1.729558, 1.865337, -4.735548], [-0.398808, 5.052077, -2.664417], [-1.642492, 4.183109, -2.677371], [-1.570732, 3.033027, -3.671462], [-1.921999, 3.677715, -1.373584], [0.494042, 4.454185, -2.483254], [-0.396633, 5.826647, -1.895772], [-0.375828, 5.615058, -3.603984], [-2.519884, 4.799010, -2.904030], [-1.233453, 3.308795, -4.674217], [-2.459458, 2.406525, -3.737856], [-0.788193, 2.352680, -3.315609], [-1.191911, 3.093124, -1.084266], [5.454079, -1.495200, 0.584302], [4.159004, -1.851758, -0.115960], [3.456805, -2.995123, 0.608974], [3.254209, -0.738674, -0.099959], [6.127155, -2.354747, 0.592303], [5.270704, -1.239547, 1.633269], [5.900167, -0.610501, 0.126662], [4.425591, -1.995924, -1.168453], [2.473206, -3.223483, 0.200936], [3.217381, -2.650163, 1.618240], [4.094521, -3.883597, 0.635176], [3.412769, -0.256114, 0.754016], [-3.266981, -1.760484, 4.831407], [-2.905924, -2.008832, 3.506477], [-1.518383, -2.183009, 3.354702], [-1.004527, -2.040329, 1.941767], [-1.744252, -2.714358, 0.854347], [-1.699509, -4.172329, 0.994689], [-2.733283, -4.861918, 1.899436], [-3.958984, -4.121736, 1.972377], [-4.774718, -4.741644, 2.915639], [-4.357468, -1.788608, 4.872804], [-2.967743, -0.777989, 5.222962], [-2.847454, -2.527632, 5.496755], [-1.162447, -3.121951, 3.815931], [-0.997963, -1.423489, 3.958810], [0.060979, -2.311983, 1.925710], [-1.024664, -0.964985, 1.746219], [-1.092144, -2.576194, 0.077546], [-0.686786, -4.526658, 1.257568], [-1.861876, -4.645703, 0.024397], [-2.378086, -4.953616, 2.934896], [-2.970199, -5.869774, 1.531926], [-4.281573, -4.817857, 3.896183], [-5.127312, -5.734455, 2.598117], [-5.668033, -4.143385, 3.114822], [-0.913018, 2.583421, 3.976861], [-0.051495, 3.330858, 3.113976], [-0.766203, 3.945869, 2.065826], [0.199697, 4.794333, 1.277406], [1.439952, 4.075935, 0.954589], [2.394729, 4.899469, 0.250170], [3.796961, 4.291627, 0.355948], [4.041990, 4.106694, 1.734395], [5.411262, 4.075325, 2.057888], [-1.245985, 1.695251, 3.439921], [-1.701484, 3.287269, 4.270315], [-0.328971, 2.336362, 4.859075], [-1.493510, 4.633806, 2.530065], [-1.293484, 3.196723, 1.463206], [0.538464, 5.626540, 1.905525], [-0.325298, 5.171737, 0.386667], [1.121371, 3.357260, 0.290875], [2.448680, 5.905787, 0.681464], [2.090123, 5.022166, -0.803600], [4.510848, 5.026831, -0.048387], [3.896297, 3.364283, -0.214106], [5.962571, 3.329249, 1.473947], [5.408866, 3.755806, 3.100175], [5.857118, 5.069457, 1.916644], [-3.993853, 1.010622, 2.148677], [-3.431120, 0.084137, 1.235219], [-3.347641, 0.698635, -0.040643], [-2.919559, -0.339421, -1.054386], [-3.775328, -1.545733, -1.053942], [-3.230178, -2.435261, -2.083878], [-3.881422, -3.814047, -2.143969], [-4.122454, -4.228068, -0.782659], [-4.895580, -5.404960, -0.847479], [-3.908212, 0.577109, 3.146938], [-5.072621, 1.090898, 1.972638], [-3.468450, 1.966416, 2.146685], [-2.635190, 1.526155, -0.088538], [-4.368817, 1.053016, -0.256999], [-1.901847, -0.665715, -0.831085], [-2.899677, 0.083103, -2.072749], [-4.651445, -1.146091, -1.390021], [-2.159606, -2.564018, -1.960827], [-3.412213, -1.937617, -3.051531], [-3.148294, -4.518334, -2.549802], [-4.853361, -3.836949, -2.647572], [-5.066515, -5.751558, 0.171453], [-4.466985, -6.250379, -1.403811], [-5.849071, -5.168712, -1.337581]],
  "forces_ev_per_angstrom": [[0.866, 0.223, 0.969], [0.137, 0.208, 0.701], [1.080, 0.635, -0.067], [-0.305, 0.774, -0.091], [-1.054, -0.346, -1.355], [-0.267, -0.391, 0.743], [0.182, -0.348, 0.442], [0.974, 0.242, 0.197], [0.166, -0.980, -0.001], [-0.892, 0.374, 0.327], [-0.133, 0.557, -0.776], [0.422, -1.101, -0.346], [-1.231, 0.437, -1.662], [-0.481, -0.612, -0.223], [0.857, -0.538, 0.254], [-0.317, 0.160, 1.651], [-0.575, 1.359, -0.358], [-0.058, -0.202, 0.468], [-0.257, -0.466, -0.045], [0.428, -0.377, 0.105], [-1.223, 0.376, -0.286], [0.342, 0.083, 1.287], [0.655, -0.251, 0.286], [1.220, -0.941, -3.338], [1.633, 1.240, 1.471], [-0.498, -0.192, -0.502], [-0.956, -0.185, 0.025], [-0.338, -0.866, 0.275], [0.115, 0.233, -0.054], [0.177, 0.127, -0.049], [-0.019, 0.104, -0.163], [-0.089, 0.393, -0.287], [-0.605, -0.133, 0.475], [1.071, -0.586, 0.011], [-0.077, -0.087, 0.168], [0.077, -0.033, -0.367], [-0.412, -0.193, 0.235], [0.489, -0.304, -0.140], [0.079, 0.110, -0.022], [-0.264, 0.302, -0.001], [-0.282, 0.378, 0.095], [0.003, 0.018, 0.025], [-0.263, 0.248, -0.373], [-0.042, 0.336, 0.550], [-0.401, 0.208, 0.190], [-0.049, -0.108, -0.108], [0.778, 0.199, -0.052], [0.145, 0.096, -0.261], [-0.174, 0.014, -0.045], [0.197, -0.187, -0.135], [-0.429, -0.545, 0.022], [0.234, -0.132, -0.428], [0.427, 0.000, 0.109], [-0.148, -0.068, 0.095], [-0.909, 0.339, -0.148], [-0.225, -0.223, 0.041], [-0.012, 0.222, -0.105], [0.803, -0.065, 0.743], [-0.462, 0.677, -0.390], [0.880, -0.800, 0.832], [-0.107, -0.647, -0.476], [-0.386, 1.161, 0.444], [0.236, -0.774, 0.023], [-0.445, 0.426, 0.391], [-0.009, -0.142, 0.058], [0.302, 0.049, -0.239], [-0.094, -0.016, 0.131], [-0.468, -0.270, -0.108], [0.060, 0.132, -0.183], [0.013, -0.125, 0.279], [-0.066, -0.071, -0.355], [-0.636, 0.249, -0.027], [-0.052, -0.041, 0.457], [-0.028, 0.528, -0.273], [0.210, -0.094, -0.031], [0.251, -0.089, -0.072], [0.172, -0.245, -0.053], [0.188, -0.150, 0.021], [0.053, 0.202, -0.385], [0.969, 1.201, -0.759], [-0.232, -0.287, 0.398], [0.384, 0.028, 0.849], [1.068, 0.073, 0.047], [-1.365, -0.194, -0.664], [0.202, -0.221, -0.252], [-0.392, 0.541, 0.172], [0.362, 0.158, -0.357], [-0.750, -0.386, 0.138], [-0.393, -0.136, 0.257], [-0.541, -0.503, 0.124], [0.047, -0.276, -0.056], [-0.357, -0.112, -0.310], [0.018, 0.020, -0.143], [-0.398, 0.165, -0.039], [-0.041, 0.211, 0.052], [0.782, -0.010, 0.687], [-0.160, -0.087, 0.182], [0.354, 0.133, -0.100], [0.076, -0.056, -0.124], [-0.048, -0.167, 0.109], [-0.005, 0.028, -0.073], [0.412, 0.180, 0.032], [0.190, -0.023, 0.095], [0.127, -1.152, 0.332], [0.302, 1.009, 0.235], [-0.541, -0.964, -0.191], [0.216, -0.686, 0.156], [0.282, 0.884, -0.313], [-1.030, 0.299, -0.504], [0.394, 0.434, 1.897], [-0.248, -0.932, -1.271], [-0.224, 0.279, 0.505], [0.212, -0.053, -0.013], [-0.035, 0.491, -0.243], [-0.176, 0.221, -0.147], [-0.115, 0.173, 0.249], [0.127, 0.314, -0.356], [0.033, 0.140, 0.064], [0.145, 0.369, 0.144], [-0.299, -0.652, 0.036], [0.044, 0.205, 0.208], [0.479, -0.319, -0.313], [-0.311, -0.065, -0.592], [0.149, 0.075, -0.409], [-0.118, 0.129, 0.040], [0.432, 0.208, -0.129], [-0.211, -0.173, 0.133]],
  "spin_multiplicity": 1,
  "charge": -2,
  "max_force_ev_per_a": 3.68,
  "homo_lumo_gap_ev": 7.14
}